(1)
Here is C5H7CsO3 as an isolated structure from OMol25. Energies are from the ωB97M-V functional and the def2-TZVPD basis.

Its molar mass is 248.01 Da. The energy relative to the best compared isomer or geometry (same formula, charge and spin) comes out at 15.9 kcal per mole. The value obtained for the total energy is -440.2230 hartree. The net charge is +1. The frontier orbital gap (alpha / beta) is 0.272 / 0.362 Ha. The value obtained for the LUMO energy (alpha / beta) is -3.81 / -3.81 eV. Its spin multiplicity is 2.

CARTESIAN COORDINATES (ANGSTROEM)
O1 1.784 -0.847 -0.322
C1 0.961 0.142 -0.570
O2 -0.257 0.000 -0.015
Cs1 -4.054 0.272 -0.639
O3 1.304 1.155 -1.131
C2 1.358 -2.053 0.346
H1 1.109 -1.811 1.391
H2 0.456 -2.436 -0.169
C3 2.460 -3.032 0.265
H3 3.041 -3.098 -0.655
H4 2.470 -3.880 0.949
C4 -3.083 3.920 0.327
C5 -2.077 3.631 -0.294
H5 -0.178 0.307 0.935
H6 -4.068 4.332 0.495
H7 -1.226 3.397 -0.915

=====

(2)
Here is C38H36NOP2SV as an isolated structure from OMol25. Energies are from the ωB97M-V functional and the def2-TZVPD basis.

Its molar mass is 667.67 Da. The energy relative to the best compared isomer or geometry (same formula, charge and spin) comes out at 9.5 kcal per mole. The value obtained for the total energy is -3624.3107 hartree. The net charge is +1. The frontier orbital gap (alpha / beta) is 0.280 / 0.257 Ha. The value obtained for the LUMO energy (alpha / beta) is -2.40 / -2.34 eV. Its spin multiplicity is 2.

CARTESIAN COORDINATES (ANGSTROEM)
V1 -0.265 0.459 0.202
C1 -0.841 2.360 2.652
P1 -0.706 0.507 2.557
C2 -2.373 -0.101 3.016
C3 -3.245 0.675 3.782
C4 -4.513 0.211 4.105
C5 -4.919 -1.050 3.683
C6 -4.052 -1.842 2.946
C7 -2.791 -1.365 2.606
C8 0.296 0.104 4.035
C9 0.170 -1.125 4.677
C10 0.947 -1.417 5.791
C11 1.857 -0.486 6.273
C12 1.995 0.738 5.633
C13 1.223 1.030 4.516
C14 0.270 2.885 1.791
C15 1.105 3.957 1.819
C16 2.018 3.825 0.698
C17 1.681 2.686 0.043
C18 2.217 1.896 -1.122
P2 1.982 0.127 -0.595
C19 2.390 -0.909 -2.031
C20 2.424 -2.296 -1.866
C21 2.717 -3.125 -2.938
C22 2.973 -2.577 -4.192
C23 2.936 -1.203 -4.367
C24 2.649 -0.372 -3.287
C25 3.418 -0.107 0.502
C26 4.697 -0.267 -0.033
C27 5.797 -0.348 0.808
C28 5.630 -0.270 2.187
C29 4.361 -0.121 2.725
C30 3.261 -0.039 1.880
N1 0.603 2.082 0.698
H1 -0.778 2.727 3.674
H2 -1.827 2.618 2.257
H3 -2.936 1.653 4.130
H4 -5.180 0.830 4.692
H5 -5.905 -1.417 3.941
H6 -4.358 -2.832 2.629
H7 -2.122 -1.991 2.027
H8 -0.543 -1.860 4.324
H9 0.835 -2.374 6.285
H10 2.454 -0.711 7.148
H11 2.703 1.470 6.001
H12 1.359 1.981 4.015
H13 1.097 4.761 2.541
H14 2.817 4.505 0.443
H15 3.274 2.083 -1.307
H16 1.663 2.101 -2.039
H17 2.231 -2.735 -0.894
H18 2.750 -4.198 -2.799
H19 3.210 -3.222 -5.028
H20 3.140 -0.773 -5.339
H21 2.638 0.700 -3.436
H22 4.835 -0.342 -1.106
H23 6.786 -0.475 0.387
H24 6.492 -0.331 2.840
H25 4.220 -0.072 3.797
H26 2.275 0.071 2.305
C31 -8.312 -0.930 0.638
C32 -6.864 -0.775 0.253
C33 -6.194 0.431 0.434
C34 -4.848 0.578 0.107
C35 -4.191 -0.520 -0.420
C36 -4.823 -1.745 -0.599
C37 -6.159 -1.859 -0.273
S1 -2.476 -0.424 -0.817
C38 -2.560 -0.555 -2.575
O1 -2.019 1.057 -0.543
H27 -8.808 0.035 0.722
H28 -8.398 -1.434 1.603
H29 -8.853 -1.531 -0.092
H30 -6.731 1.279 0.842
H31 -4.334 1.518 0.258
H32 -4.285 -2.605 -0.987
H33 -6.666 -2.807 -0.419
H34 -3.249 0.205 -2.941
H35 -2.911 -1.556 -2.827
H36 -1.548 -0.410 -2.951

=====

(3)
Here is a 2-piece molecular cluster, H4S2 overall from OMol25. Energies are from the ωB97M-V functional and the def2-TZVPD basis.

Its molar mass is 68.17 Da. The energy relative to the best compared isomer or geometry (same formula, charge and spin) comes out at 1.1 kcal per mole. The value obtained for the total energy is -798.7476 hartree. The frontier orbital gap is 0.386 Ha. The value obtained for the LUMO energy is 0.77 eV. Its SMILES is S.S.

CARTESIAN COORDINATES (ANGSTROEM)
S1 -2.020 -1.382 -0.290
H1 -2.956 -1.225 -1.245
H2 -1.039 -1.521 -1.201
S2 1.444 1.645 0.927
H3 2.615 1.894 1.542
H4 1.957 0.589 0.267

=====

(4)
Here is a 2-piece molecular cluster, CH4O2 overall from OMol25. Energies are from the ωB97M-V functional and the def2-TZVPD basis.

Its molar mass is 48.04 Da. The energy relative to the best compared isomer or geometry (same formula, charge and spin) comes out at 62.0 kcal per mole. The value obtained for the total energy is -190.8515 hartree. The frontier orbital gap is 0.340 Ha. The value obtained for the LUMO energy is 0.66 eV.

CARTESIAN COORDINATES (ANGSTROEM)
C1 0.692 1.366 -1.306
O1 -0.170 0.718 -0.551
O2 -0.290 -1.061 1.556
H1 -0.578 -1.926 1.641
H2 0.278 1.526 -2.319
H3 0.180 0.525 0.353
H4 -0.112 -1.148 0.627